This record from the Open Molecules 2025 dataset describes a molecular structure, C16H17N6ReS3. The level of theory is wB97M-V/def2-TZVPD.

Atoms and positions in Å:
Re -0.49107 0.55388 0.59672
C -1.23062 -1.15134 5.53553
N -1.26820 -1.94785 4.30449
C -1.35013 -3.32044 4.26143
C -1.29942 -3.69380 2.97109
N -1.18983 -2.52754 2.20774
C -1.15572 -1.47095 3.06341
S -1.05026 0.22670 2.76817
C -1.02222 -2.55326 0.80587
C -1.45990 -3.67606 0.11427
C -1.19530 -3.79528 -1.23604
C -0.47045 -2.79670 -1.87911
C -0.10612 -1.70124 -1.14342
N -0.40228 -1.52872 0.17583
H -1.53133 -1.79439 6.35719
H -1.92984 -0.32213 5.45972
H -0.21888 -0.78559 5.70046
H -1.43141 -3.91248 5.15685
H -1.29777 -4.67464 2.53620
H -2.02371 -4.44274 0.62164
H -1.55159 -4.66060 -1.77934
H -0.21568 -2.86178 -2.92670
H 0.43811 -0.88365 -1.59263
C 3.73083 4.31281 -2.61305
C 2.67688 3.31632 -2.31398
C 1.72603 2.87063 -3.21193
C 0.77020 1.93520 -2.81606
N 0.78345 1.43933 -1.55617
C 1.71169 1.85433 -0.72916
S 1.64102 1.18494 0.88829
N 2.62808 2.77976 -1.06224
C -0.26585 1.43770 -3.75375
H 3.38631 5.01456 -3.36988
H 4.60924 3.79631 -3.01269
H 4.03225 4.86330 -1.72242
H 1.72102 3.26098 -4.21982
H 3.31237 3.07762 -0.37127
H -0.72905 2.26508 -4.29153
H -1.02814 0.86473 -3.23169
H 0.20843 0.80074 -4.50611
S -3.54477 3.79065 -0.38723
C -2.41588 2.80786 -0.04411
N -1.50055 2.04776 0.24544

As for the HOMO energy (spin up / spin down): -0.628 / -0.631 Ha. The energy above the lowest of the compared OMol25 structures with the same formula, charge and spin comes out at 75.1 kJ/mol. As for the largest force on an atom: 0.89 eV/A. As for the net charge: +3. The calculation puts the total energy at -60419.0181 eV. The multiplicity is 2. The value obtained for the LUMO energy (spin up / spin down) is -10.9650 / -10.8648 eV.


This record from the Open Molecules 2025 dataset describes 2 unconnected molecules or ions with the total composition C16H17NO at a distorted geometry. The level of theory is wB97M-V/def2-TZVPD.

Atoms and positions in Å:
C 1.52579 -0.11899 2.46590
C 1.13012 1.49270 0.40171
C 1.88953 0.53243 1.15696
C 1.90525 1.80550 -0.73619
C 3.04293 0.31225 0.48397
C -0.15600 1.99948 0.54299
C -0.63714 2.82245 -0.46573
C 0.16462 3.21883 -1.53932
C 1.45457 2.72786 -1.67186
N 3.03732 1.04850 -0.69810
H -0.74840 1.93390 1.43016
H -1.63169 3.22179 -0.35624
H -0.17983 3.93730 -2.26805
H 0.56662 0.22679 2.83269
H 2.25550 0.21969 3.21233
H 3.91037 -0.26385 0.76380
H 3.81114 1.19676 -1.31747
H 2.01069 2.98458 -2.56443
H 1.57595 -1.20013 2.38939
C -0.27099 -2.10896 -2.57391
C -0.34141 -2.36165 -0.09336
C -1.01463 -1.99644 -1.26850
C -0.99870 -2.16915 1.18289
C -2.33808 -1.59886 -1.23011
C -2.31359 -1.71251 1.16824
C -3.01934 -1.39848 0.02886
O -2.94026 -1.49360 2.42350
H 0.72695 -2.36074 -0.13383
H -0.52911 -2.41510 2.12837
H -0.12088 -3.11811 -2.95759
H 0.70987 -1.62789 -2.42954
H -2.85196 -1.46337 -2.17585
H -4.05304 -1.08244 0.05789
H -2.60335 -2.22564 2.95710
H -0.68700 -1.46416 -3.35987

As for the HOMO energy (spin up / spin down): 0.024 / -0.129 Ha. The energy above the lowest of the compared OMol25 structures with the same formula, charge and spin comes out at 30.7 kJ/mol. As for the largest force on an atom: 1.37 eV/A. As for the net charge: -1. The calculation puts the total energy at -20404.1618 eV. The multiplicity is 2. The value obtained for the LUMO energy (spin up / spin down) is 3.0589 / 3.0444 eV.


This record from the Open Molecules 2025 dataset describes 2 unconnected molecules or ions with the total composition C16H17NO at a distorted geometry. The level of theory is wB97M-V/def2-TZVPD.

Atoms and positions in Å:
C -4.86432 0.23913 2.47714
C -3.57142 0.96047 2.31755
C -3.34942 2.30289 2.36654
N -2.02985 2.57045 2.11894
C -1.37160 1.40133 1.82230
C -0.01350 1.16627 1.68592
C 0.37479 -0.14959 1.48574
C -0.55932 -1.18715 1.50347
C -1.89229 -0.96027 1.83228
C -2.33161 0.36761 1.89108
H -4.85347 -0.71709 1.94500
H -5.67278 0.78582 2.00815
H -5.10586 -0.08496 3.48775
H -4.06379 3.05761 2.64772
H -1.63711 3.49221 2.16059
H 0.74419 1.93690 1.75447
H 1.39080 -0.37888 1.19453
H -0.28923 -2.22224 1.32569
H -2.43705 -1.75581 2.33341
C 2.41092 -0.13900 -4.79037
C 2.43913 -0.34346 -3.28580
C 1.38683 -1.01539 -2.66198
C 1.56693 -1.46496 -1.35830
C 2.80829 -1.30166 -0.77290
O 3.16137 -2.13836 0.28645
C 3.73492 -0.41078 -1.27164
C 3.47691 0.16006 -2.52205
H 1.41245 0.20750 -5.06062
H 2.65681 -1.08163 -5.28931
H 3.19023 0.54645 -5.13429
H 0.43253 -1.00345 -3.17136
H 0.78631 -1.94376 -0.78716
H 3.28774 -1.64091 1.11929
H 4.57576 -0.07600 -0.67900
H 4.20568 0.82064 -2.97922

As for the HOMO energy: -0.285 Ha. The energy above the lowest of the compared OMol25 structures with the same formula, charge and spin comes out at 114.7 kJ/mol. As for the largest force on an atom: 1.31 eV/A. The calculation puts the total energy at -20404.6373 eV. As for the structure (SMILES): Cc1c[nH]c2ccccc12.Cc1ccc(O)cc1. The value obtained for the LUMO energy is 0.8239 eV.


Question: Which formula does entry 2 have?
Answer: C16H17NO


What did the third record say?
This record from the Open Molecules 2025 dataset describes 2 unconnected molecules or ions with the total composition C16H17NO at a distorted geometry. The level of theory is wB97M-V/def2-TZVPD.

Atoms and positions in Å:
C -4.86432 0.23913 2.47714
C -3.57142 0.96047 2.31755
C -3.34942 2.30289 2.36654
N -2.02985 2.57045 2.11894
C -1.37160 1.40133 1.82230
C -0.01350 1.16627 1.68592
C 0.37479 -0.14959 1.48574
C -0.55932 -1.18715 1.50347
C -1.89229 -0.96027 1.83228
C -2.33161 0.36761 1.89108
H -4.85347 -0.71709 1.94500
H -5.67278 0.78582 2.00815
H -5.10586 -0.08496 3.48775
H -4.06379 3.05761 2.64772
H -1.63711 3.49221 2.16059
H 0.74419 1.93690 1.75447
H 1.39080 -0.37888 1.19453
H -0.28923 -2.22224 1.32569
H -2.43705 -1.75581 2.33341
C 2.41092 -0.13900 -4.79037
C 2.43913 -0.34346 -3.28580
C 1.38683 -1.01539 -2.66198
C 1.56693 -1.46496 -1.35830
C 2.80829 -1.30166 -0.77290
O 3.16137 -2.13836 0.28645
C 3.73492 -0.41078 -1.27164
C 3.47691 0.16006 -2.52205
H 1.41245 0.20750 -5.06062
H 2.65681 -1.08163 -5.28931
H 3.19023 0.54645 -5.13429
H 0.43253 -1.00345 -3.17136
H 0.78631 -1.94376 -0.78716
H 3.28774 -1.64091 1.11929
H 4.57576 -0.07600 -0.67900
H 4.20568 0.82064 -2.97922

As for the HOMO energy: -0.285 Ha. The energy above the lowest of the compared OMol25 structures with the same formula, charge and spin comes out at 114.7 kJ/mol. As for the largest force on an atom: 1.31 eV/A. The calculation puts the total energy at -20404.6373 eV. As for the structure (SMILES): Cc1c[nH]c2ccccc12.Cc1ccc(O)cc1. The value obtained for the LUMO energy is 0.8239 eV.